A molecular structure, C7H16Cl14O in a non-equilibrium geometry, computed with ωB97M-V/def2-TZVPD.

Positions of all 38 atoms, in Å:
O  -3.7006  0.6692  0.3492
H  -2.7891  0.5127  0.5963
H  -3.9289  1.4916  0.7824
C  1.5852  1.7493  2.9903
Cl  1.4080  3.4556  2.7057
Cl  -0.0557  1.0382  3.2334
H  2.1244  1.2474  2.1869
H  2.1646  1.6038  3.9020
C  2.8765  -0.0650  -0.7840
Cl  4.0439  -1.3236  -1.2372
Cl  1.8838  0.3722  -2.1470
H  2.2147  -0.5837  -0.0905
H  3.3113  0.8311  -0.3413
C  0.5558  -2.2823  -1.4434
Cl  0.3858  -3.5262  -0.1051
Cl  -0.9497  -1.4666  -1.8393
H  1.2341  -1.4610  -1.2123
H  0.8929  -2.8475  -2.3124
C  -0.3084  2.8520  -2.9231
Cl  -2.0786  3.1426  -2.9584
Cl  0.4285  2.8537  -1.3005
H  -0.2056  1.8278  -3.2816
H  0.1972  3.6221  -3.5057
C  0.9977  -1.4286  1.8808
Cl  2.3423  -2.5225  1.6489
Cl  0.6133  -1.2573  3.6581
H  1.3845  -0.4902  1.4834
H  0.1315  -1.7606  1.3085
C  -3.3260  -1.5545  0.0302
Cl  -2.5020  -3.1468  0.3435
Cl  -4.0771  -1.4319  -1.5799
H  -4.1493  -1.5155  0.7435
H  -2.6585  -0.6969  0.1145
C  0.0210  0.4280  -0.3479
Cl  1.0039  1.0872  0.8937
Cl  -1.3594  -0.3659  0.4069
H  -0.3719  1.2257  -0.9783
H  0.6599  -0.2836  -0.8707

Output
- Spin multiplicity: 1
- HOMO-LUMO gap: 9.11 eV
- DFT total energy: -6793.66791 hartree
- F_max: 9.99 eV/A
- LUMO: 0.196 eV

---

3 unconnected molecules or ions with the total composition C7H16Cl2O3, computed with ωB97M-V/def2-TZVPD.

Positions of all 28 atoms, in Å:
C  0.4198  -0.1736  -4.0894
C  1.2612  -0.1869  -2.8075
C  0.7715  1.0698  -2.1228
O  -0.6138  1.1450  -2.3957
C  -0.7913  0.7049  -3.7329
H  0.1452  -1.1656  -4.4460
H  0.9585  0.2767  -4.9282
H  2.3273  -0.1467  -3.0230
H  1.0554  -1.0992  -2.2478
H  1.2969  1.9428  -2.5529
H  0.9660  1.1462  -1.0518
H  -0.8706  1.5815  -4.3831
H  -1.7333  0.1576  -3.7940
Cl  -0.8401  -2.3615  -0.1395
C  -1.2989  -0.6860  0.1715
Cl  -2.4964  -0.5873  1.4909
H  -0.4197  -0.1721  0.5374
H  -1.7416  -0.2394  -0.7050
O  1.1200  -0.2706  2.5499
C  0.3681  -0.8768  3.6039
C  -0.4922  0.1335  4.2919
O  0.2864  1.1070  4.9936
H  1.3615  0.6149  2.8442
H  -0.2175  -1.6927  3.1812
H  1.0707  -1.3487  4.3053
H  -1.1829  -0.3602  4.9851
H  -1.0972  0.6628  3.5586
H  0.3870  0.8246  5.9060

Output
- Spin multiplicity: 1
- HOMO-LUMO gap: 10.62 eV
- DFT total energy: -1422.38007 hartree
- F_max: 0.89 eV/A
- LUMO: 0.760 eV

---

A gas-phase ion, C7H16FN3O (charge +2) in a non-equilibrium geometry, computed with ωB97M-V/def2-TZVPD.

Positions of all 28 atoms, in Å:
C  -2.1150  1.3198  0.8626
C  -1.0996  2.0695  0.1215
C  0.7429  0.4562  -0.4016
C  -0.2156  -1.6528  0.4341
C  -1.5342  -1.2285  0.9106
C  0.3501  -1.2919  -2.0557
C  3.1582  0.0023  0.4490
N  0.4561  -0.8741  -0.5605
N  -2.3459  -0.1212  0.3025
N  1.9319  0.8698  0.5698
O  -1.3890  -2.2875  0.0299
F  -1.3376  2.2618  -1.1572
H  -1.9171  1.2972  1.8966
H  -3.2126  1.7985  0.7091
H  -0.4049  2.9505  0.4897
H  0.6954  1.2620  -1.1975
H  0.4655  -2.2794  0.9671
H  -1.8232  -1.3815  1.9507
H  0.2545  -2.4062  -2.0763
H  -0.7039  -1.0101  -2.5177
H  1.3692  -1.1088  -2.4711
H  3.6772  0.1961  -0.5114
H  3.7975  0.1747  1.2841
H  2.8796  -1.0904  0.3205
H  -3.3184  -0.4149  0.2773
H  -2.1529  -0.0022  -0.7336
H  2.0982  1.8303  0.5178
H  1.6937  0.6608  1.5896

Output
- Spin multiplicity: 1
- HOMO-LUMO gap (alpha / beta): 8.29 / 8.32 eV
- DFT total energy: -614.85039 hartree
- F_max: 4.96 eV/A
- Charge: +2
- LUMO (alpha / beta): -7.753 / -7.834 eV